{"formula": "C4H9NO2", "method": "the ωB97M-V functional and the def2-TZVPD basis", "de_lowest_kj_mol": 248.2, "smiles": "CN[C@@H](C=O)CO", "spin_multiplicity": 1, "gap_ha": 0.3618, "e_homo_ev": -9.01, "elements": ["C", "N", "C", "C", "O", "C", "O", "H", "H", "H", "H", "H", "H", "H", "H", "H"], "positions_angstrom": [[-0.135, 0.915, -1.929], [-0.753, 0.107, -0.911], [-0.103, -0.632, 0.149], [1.349, -0.204, 0.275], [2.209, -0.969, 0.598], [-0.782, -0.261, 1.500], [0.035, -0.526, 2.630], [-0.858, 1.395, -2.572], [0.320, 1.793, -1.439], [0.645, 0.478, -2.553], [-1.587, -0.369, -1.219], [-0.082, -1.708, -0.004], [1.587, 0.839, 0.058], [-1.664, -0.871, 1.674], [-1.104, 0.779, 1.404], [0.924, -0.766, 2.337]], "lowdin_charge": [-0.1370, -0.0945, -0.2845, -0.2271, 0.0823, -0.1972, -0.0609, 0.0771, 0.0746, 0.0788, 0.1152, 0.1512, 0.1289, 0.1162, 0.1177, 0.0592]}